(1)
A cluster of 9 separate species, C44H105ClN7O12 in total at a distorted geometry, computed with the ωB97M-V functional and the def2-TZVPD basis.

Geometry as ORCA input:
```
! RIJCOSX wB97M-V def2-TZVPD def2/J DEFGRID3
* xyz -1 1
Cl 7.48 -20.04 6.35
O 6.57 -19.07 6.91
O 6.76 -20.99 5.53
O 8.50 -19.39 5.56
O 8.10 -20.72 7.50
C -0.18 -23.03 8.33
C -0.16 -22.36 6.93
C -0.51 -20.87 7.11
C 0.51 -20.10 7.95
C 1.90 -20.20 7.32
C 2.33 -21.60 6.83
N 1.17 -22.35 6.31
O 1.58 -23.64 5.89
C 3.30 -21.41 5.66
C 3.03 -22.29 7.99
C -1.18 -22.94 5.94
H 0.37 -23.97 8.27
H -1.20 -23.32 8.60
H 0.29 -22.43 9.10
H -0.52 -20.38 6.13
H -1.52 -20.71 7.51
H 0.52 -20.41 9.00
H 0.15 -19.07 8.01
H 2.59 -19.87 8.10
H 1.96 -19.46 6.52
H 2.78 -21.07 4.76
H 4.09 -20.72 5.97
H 3.76 -22.33 5.32
H 2.94 -23.37 7.95
H 4.10 -22.07 7.95
H 2.75 -21.95 8.99
H -1.63 -22.19 5.29
H -1.95 -23.48 6.49
H -0.75 -23.69 5.28
H 1.28 -23.65 4.97
C 12.66 -18.27 9.59
C 11.57 -17.57 8.75
C 11.61 -16.06 8.96
C 12.80 -15.48 8.22
C 12.77 -15.79 6.72
C 12.55 -17.27 6.40
N 11.63 -17.89 7.34
O 11.33 -19.21 7.00
C 12.05 -17.37 4.95
C 13.95 -17.94 6.48
C 10.19 -18.10 9.29
H 13.64 -17.87 9.35
H 12.67 -19.35 9.44
H 12.44 -18.09 10.64
H 10.70 -15.59 8.57
H 11.70 -15.84 10.03
H 13.74 -15.85 8.64
H 12.80 -14.40 8.36
H 13.73 -15.46 6.31
H 12.05 -15.12 6.25
H 11.95 -18.41 4.65
H 11.07 -16.90 4.82
H 12.71 -16.87 4.24
H 13.88 -19.02 6.64
H 14.49 -17.78 5.54
H 14.61 -17.56 7.27
H 10.27 -19.09 9.75
H 9.52 -18.32 8.46
H 9.73 -17.39 9.97
H 10.43 -19.12 6.66
C 8.63 -21.96 11.87
C 7.71 -21.42 12.99
C 8.13 -19.99 13.33
C 7.72 -18.94 12.29
C 6.22 -19.01 12.14
C 5.72 -20.39 11.71
N 6.28 -21.41 12.61
O 5.82 -22.71 12.29
C 4.21 -20.36 11.92
C 6.03 -20.62 10.22
C 7.87 -22.29 14.24
H 9.66 -21.96 12.21
H 8.56 -21.33 10.98
H 8.33 -22.96 11.53
H 7.73 -19.71 14.31
H 9.22 -19.95 13.39
H 8.31 -19.12 11.39
H 7.97 -17.95 12.67
H 5.98 -18.34 11.31
H 5.68 -18.63 13.01
H 4.03 -20.31 13.01
H 3.77 -19.41 11.59
H 3.63 -21.19 11.54
H 7.04 -20.37 9.93
H 5.75 -21.66 10.02
H 5.37 -20.02 9.58
H 7.87 -23.36 14.00
H 7.07 -22.03 14.93
H 8.84 -22.08 14.70
H 5.34 -22.94 13.09
C 5.70 -21.74 2.08
O 4.93 -20.86 2.87
H 6.01 -21.25 1.15
H 6.63 -22.02 2.57
H 5.15 -22.63 1.75
H 5.12 -21.08 3.79
C 10.29 -26.94 9.26
C 11.06 -26.03 8.28
C 11.23 -24.64 8.88
O 11.68 -23.71 7.93
C 11.39 -22.38 8.28
N 12.39 -26.60 8.01
H 9.23 -26.67 9.21
H 10.57 -26.74 10.30
H 10.51 -27.99 9.08
H 10.47 -25.93 7.37
H 11.92 -24.71 9.74
H 10.27 -24.29 9.29
H 11.61 -21.75 7.42
H 12.05 -21.98 9.07
H 10.35 -22.27 8.58
H 12.90 -26.71 8.88
H 12.22 -27.55 7.69
C 8.94 -23.08 3.29
C 10.34 -23.35 3.84
C 10.98 -22.10 4.38
O 12.34 -22.39 4.66
C 13.14 -21.24 4.59
N 10.26 -24.39 4.91
H 8.38 -23.94 2.92
H 9.05 -22.48 2.38
H 8.37 -22.51 4.03
H 10.97 -23.84 3.08
H 10.49 -21.83 5.32
H 10.91 -21.31 3.62
H 14.21 -21.44 4.67
H 12.88 -20.51 5.36
H 13.08 -20.76 3.59
H 9.59 -24.06 5.62
H 9.78 -25.15 4.44
C 7.39 -15.33 10.46
C 6.67 -15.89 9.24
C 5.69 -14.89 8.67
O 4.59 -14.77 9.55
C 3.71 -13.76 9.14
N 7.62 -16.35 8.19
H 7.89 -14.38 10.27
H 8.18 -16.00 10.82
H 6.75 -15.24 11.35
H 6.16 -16.80 9.58
H 5.30 -15.29 7.72
H 6.19 -13.97 8.34
H 2.82 -13.78 9.78
H 3.27 -14.00 8.16
H 4.13 -12.76 9.25
H 8.44 -16.77 8.63
H 7.08 -17.13 7.82
C 6.46 -24.96 8.32
C 7.36 -25.02 7.08
C 6.61 -24.89 5.77
O 5.72 -25.98 5.56
C 4.56 -25.62 4.84
N 8.32 -23.87 7.16
H 5.79 -25.82 8.45
H 5.88 -24.04 8.48
H 7.12 -25.08 9.19
H 7.97 -25.92 7.19
H 7.34 -24.99 4.96
H 6.14 -23.90 5.78
H 4.80 -25.14 3.89
H 3.95 -24.91 5.42
H 4.01 -26.54 4.67
H 8.28 -23.64 8.15
H 7.75 -23.07 6.88
*
```

Largest force on an atom   2.1 eV/Å
HOMO energy   -0.2122 Ha
Gap between HOMO and LUMO   8.0 eV

(2)
A structure of composition C44H110N7O15Zn at a distorted geometry, computed with the ωB97M-V functional and the def2-TZVPD basis.

Geometry as ORCA input:
```
! RIJCOSX wB97M-V def2-TZVPD def2/J DEFGRID3
* xyz 1 1
Zn 42.35 4.61 -4.22
C 40.38 6.81 -7.02
C 40.44 5.30 -6.63
O 40.64 4.99 -5.28
H 39.77 7.38 -6.31
H 40.01 7.02 -8.02
H 41.41 7.15 -7.08
H 41.30 4.86 -7.14
H 39.46 4.94 -6.96
C 46.25 6.03 -1.45
O 45.62 6.83 -2.41
C 45.30 6.14 -3.59
C 44.28 6.95 -4.48
N 42.89 6.58 -4.10
C 42.52 6.99 -2.70
C 42.65 8.54 -2.46
O 41.77 9.18 -3.42
C 41.35 10.46 -3.02
H 45.71 5.15 -1.11
H 46.63 6.62 -0.61
H 47.22 5.69 -1.81
H 44.89 5.17 -3.27
H 46.19 5.87 -4.15
H 44.43 6.67 -5.52
H 44.56 7.99 -4.31
H 42.31 7.18 -4.67
H 43.05 6.51 -1.88
H 41.47 6.68 -2.64
H 43.61 9.02 -2.62
H 42.49 8.73 -1.40
H 40.64 10.85 -3.75
H 42.13 11.18 -2.75
H 40.80 10.40 -2.08
C 39.79 10.70 -6.96
O 40.77 11.62 -6.58
C 42.12 11.11 -6.83
C 43.02 12.23 -6.28
N 44.46 11.92 -6.40
C 44.83 10.66 -5.74
C 46.35 10.40 -5.76
O 46.59 9.09 -5.27
C 47.77 8.85 -4.61
H 38.79 11.09 -6.75
H 39.93 9.67 -6.62
H 39.64 10.61 -8.04
H 42.23 10.96 -7.90
H 42.23 10.18 -6.28
H 42.82 12.23 -5.20
H 42.67 13.14 -6.76
H 44.73 11.94 -7.37
H 44.27 9.86 -6.22
H 44.40 10.60 -4.74
H 46.87 11.07 -5.08
H 46.82 10.60 -6.72
H 47.89 7.79 -4.40
H 47.86 9.36 -3.65
H 48.60 9.18 -5.23
C 35.14 5.09 -2.98
O 35.60 5.45 -1.63
C 36.91 5.11 -1.26
C 38.09 5.86 -2.06
N 37.87 7.32 -1.88
C 38.70 8.17 -2.73
C 38.30 8.07 -4.19
O 37.00 8.62 -4.38
C 36.60 8.79 -5.73
H 35.74 5.63 -3.72
H 34.09 5.20 -3.26
H 35.41 4.05 -3.15
H 37.05 4.03 -1.27
H 37.00 5.30 -0.19
H 38.11 5.60 -3.11
H 39.08 5.64 -1.65
H 36.89 7.46 -2.07
H 39.71 7.75 -2.73
H 38.72 9.20 -2.35
H 38.40 7.03 -4.52
H 39.11 8.51 -4.77
H 36.60 7.78 -6.14
H 37.27 9.40 -6.33
H 35.62 9.24 -5.83
C 40.90 10.94 -10.91
O 41.90 10.22 -11.61
C 41.68 8.82 -11.65
C 42.05 8.21 -10.26
N 43.48 8.19 -10.11
C 43.93 7.84 -8.76
C 45.47 7.67 -8.76
O 46.13 8.93 -8.93
C 47.53 8.66 -8.80
H 40.82 11.99 -11.21
H 41.12 10.97 -9.84
H 39.89 10.55 -11.04
H 42.29 8.45 -12.48
H 40.68 8.60 -12.02
H 41.74 7.16 -10.28
H 41.50 8.62 -9.42
H 43.83 9.12 -10.29
H 43.36 6.96 -8.49
H 43.57 8.64 -8.11
H 45.79 7.05 -9.60
H 45.87 7.17 -7.88
H 47.99 8.26 -7.90
H 47.95 9.64 -9.01
H 47.84 8.05 -9.65
C 34.96 -0.86 -2.77
O 36.13 -1.48 -3.27
C 37.10 -1.92 -2.30
C 38.48 -2.34 -2.83
N 39.26 -1.15 -3.20
C 40.48 -1.46 -3.92
C 41.07 -0.17 -4.55
O 40.18 0.44 -5.50
C 40.88 1.35 -6.29
H 34.46 -0.41 -3.63
H 35.11 -0.04 -2.06
H 34.28 -1.62 -2.40
H 36.74 -2.87 -1.89
H 37.24 -1.31 -1.41
H 38.25 -2.99 -3.68
H 39.03 -2.90 -2.08
H 38.68 -0.52 -3.75
H 40.31 -2.18 -4.72
H 41.26 -1.83 -3.25
H 42.03 -0.40 -5.02
H 41.23 0.56 -3.76
H 41.28 2.19 -5.71
H 40.12 1.61 -7.03
H 41.69 0.81 -6.76
C 43.21 5.76 -15.05
O 43.06 5.67 -13.68
C 44.33 5.88 -13.06
C 44.32 5.33 -11.67
N 44.15 3.82 -11.68
C 44.05 3.12 -10.34
C 42.65 3.44 -9.67
O 41.59 3.24 -10.60
C 40.26 3.38 -10.15
H 43.88 4.98 -15.40
H 43.43 6.72 -15.52
H 42.24 5.61 -15.51
H 44.57 6.93 -12.89
H 45.22 5.52 -13.57
H 43.60 5.87 -11.06
H 45.26 5.50 -11.16
H 43.16 3.71 -11.86
H 44.85 3.50 -9.71
H 44.08 2.03 -10.41
H 42.61 4.42 -9.19
H 42.52 2.67 -8.91
H 40.10 2.82 -9.24
H 39.68 3.10 -11.03
H 40.03 4.44 -10.02
C 38.19 1.99 -2.78
O 36.97 1.80 -3.52
C 37.13 1.59 -4.95
C 37.47 2.85 -5.79
N 36.24 3.48 -6.36
C 36.57 4.80 -6.96
C 35.30 5.62 -7.38
O 34.36 5.67 -6.36
C 33.19 6.48 -6.55
H 38.14 1.80 -1.71
H 38.65 2.96 -2.97
H 38.95 1.34 -3.21
H 36.20 1.13 -5.27
H 37.95 0.88 -5.09
H 38.16 2.59 -6.60
H 38.12 3.45 -5.16
H 35.63 3.55 -5.56
H 37.15 4.58 -7.86
H 37.16 5.43 -6.29
H 34.80 5.17 -8.24
H 35.63 6.64 -7.58
H 33.27 7.54 -6.30
H 32.41 6.18 -5.85
H 32.84 6.39 -7.57
*
```

Largest force on an atom   3.7 eV/Å
HOMO energy   -0.3852 Ha
Gap between HOMO and LUMO   4.2 eV